Model P:
Molecular formula: C5H23O6
Method: DFT, the ωB97M-V functional and the def2-TZVPD basis

orbital gap = 11.3 eV
lowest unoccupied orbital energy = -2.44 eV
total charge = +1
HOMO level = -13.743 eV
multiplicity = 1

Each line ends with the Mulliken charge.
Element x y z (Å)
O (0.659, 0.315, -0.729)  -0.25
H (0.074, -0.251, -1.170)  0.58
H (0.295, 1.245, -0.534)  0.44
H (0.802, -0.044, 0.146)  0.44
C (1.479, 3.530, -0.046)  -0.81
O (0.410, 3.059, -0.875)  -0.55
H (1.564, 4.478, 0.018)  0.49
H (2.442, 3.035, -0.617)  0.19
H (1.239, 3.386, 0.967)  0.30
H (-0.343, 3.773, -0.744)  0.31
C (2.556, -1.352, 1.893)  -0.71
O (1.779, -0.228, 1.662)  -0.54
H (3.281, -1.763, 1.291)  0.31
H (1.657, -2.174, 1.822)  0.05
H (3.119, -1.465, 2.754)  0.47
H (2.023, 0.253, 2.509)  0.32
C (-1.930, -0.284, 1.431)  -0.57
O (-1.308, 1.020, 1.120)  -0.44
H (-1.366, -1.056, 1.901)  0.23
H (-2.144, -0.539, 0.480)  0.19
H (-2.970, -0.190, 1.929)  0.36
H (-1.227, 1.638, 1.834)  0.24
C (-1.612, 0.835, -3.106)  -1.00
O (-1.324, -0.240, -2.260)  -0.48
H (-0.778, 1.498, -3.036)  0.29
H (-2.541, 1.381, -2.849)  0.26
H (-1.628, 0.648, -3.968)  0.60
H (-1.548, -1.111, -2.674)  0.29
C (-0.749, -3.292, 0.440)  -0.87
O (-0.015, -2.321, -0.386)  -0.37
H (-1.712, -3.373, 0.077)  0.35
H (-0.432, -3.215, 1.503)  0.28
H (-0.454, -4.375, 0.111)  0.32
H (0.687, -2.831, -0.903)  0.29

Model Q:
Molecular formula: C5H23O6
Method: DFT, the ωB97M-V functional and the def2-TZVPD basis

orbital gap = 10.7 eV
lowest unoccupied orbital energy = -2.42 eV
total charge = +1
HOMO level = -13.085 eV
multiplicity = 1

Each line ends with the Mulliken charge.
Element x y z (Å)
O (0.062, 0.101, 0.251)  -0.32
H (-0.757, -0.390, 0.194)  0.51
H (0.601, -0.246, -0.490)  0.37
H (0.084, 1.143, 0.246)  0.52
C (1.428, -3.391, 1.174)  -0.60
O (1.557, -2.662, 0.023)  -0.39
H (2.532, -3.714, 1.402)  0.25
H (0.873, -4.393, 1.263)  0.27
H (0.974, -2.912, 2.096)  0.23
H (2.186, -2.972, -0.609)  0.27
C (3.193, 0.271, -0.743)  -0.39
O (2.200, 1.094, -1.253)  -0.53
H (3.982, 1.102, -0.690)  0.38
H (3.538, -0.585, -1.536)  0.10
H (2.765, -0.164, -0.073)  0.13
H (2.636, 1.916, -1.467)  0.35
C (-0.115, 2.850, 1.925)  -0.77
O (-0.275, 2.781, 0.557)  -0.57
H (0.997, 2.617, 2.216)  0.21
H (-0.696, 2.043, 2.357)  0.22
H (-0.463, 3.736, 2.266)  0.49
H (-0.396, 3.654, 0.207)  0.33
C (-3.712, -0.307, 0.934)  -0.62
O (-2.351, -0.856, 0.991)  -0.51
H (-4.307, -0.517, 0.051)  0.26
H (-3.659, 0.806, 0.881)  0.21
H (-4.226, -0.659, 1.889)  0.31
H (-2.280, -1.330, 1.746)  0.26
C (-1.046, 0.524, -2.728)  -0.53
O (-0.663, -0.727, -2.094)  -0.48
H (-1.924, 0.269, -3.291)  0.42
H (-0.363, 1.241, -3.251)  0.22
H (-1.350, 1.126, -1.826)  0.10
H (-1.023, -1.454, -2.630)  0.30

Which of them is the most stable, and which is the least stable? model Q and model P, in that order.

Model P:
Molecular formula: CH2ClN2O3
Method: DFT, the ωB97M-V functional and the def2-TZVPD basis

orbital gap (spin up / spin down) = 5.2 / 5.2 eV
lowest unoccupied orbital energy (spin up / spin down) = -7.90 / -7.90 eV
total charge = +1
HOMO level (spin up / spin down) = -13.093 / -13.093 eV
multiplicity = 1

Each line ends with the Mulliken charge.
Element x y z (Å)
C (1.323, 0.045, -0.172)  -0.22
N (4.438, 0.384, 0.000)  1.17
N (0.126, 0.387, 0.032)  0.09
O (4.381, 1.453, 0.347)  -0.16
O (4.110, -0.663, -0.251)  -0.16
O (-0.902, -0.548, 0.137)  -0.37
Cl (1.764, -1.609, -0.174)  -0.07
H (0.065, 1.453, -0.082)  0.35
H (-1.730, -0.007, 0.293)  0.36

Model Q:
Molecular formula: CH2ClN2O3
Method: DFT, the ωB97M-V functional and the def2-TZVPD basis

orbital gap (spin up / spin down) = 10.0 / 10.0 eV
lowest unoccupied orbital energy (spin up / spin down) = -5.92 / -5.92 eV
total charge = +1
HOMO level (spin up / spin down) = -15.946 / -15.946 eV
multiplicity = 1

Each line ends with the Mulliken charge.
Element x y z (Å)
C (0.131, -0.266, -0.003)  0.42
N (1.875, 0.732, 0.043)  0.89
N (-1.032, 0.232, 0.010)  0.07
O (1.622, 1.851, 0.141)  -0.34
O (2.688, -0.090, -0.099)  -0.32
O (-2.297, -0.412, -0.026)  -0.35
Cl (0.438, -1.858, -0.017)  -0.04
H (-1.045, 1.188, -0.318)  0.29
H (-2.379, -1.378, 0.269)  0.39

Which of them is the most stable, and which is the least stable? model Q and model P, in that order.

Model P:
Molecular formula: CH4IN2
Method: DFT, the ωB97M-V functional and the def2-TZVPD basis

expectation value of S² = 2.01
orbital gap (spin up / spin down) = 6.6 / 4.2 eV
lowest unoccupied orbital energy (spin up / spin down) = -3.79 / -9.99 eV
total charge = +1
HOMO level (spin up / spin down) = -10.366 / -14.229 eV
multiplicity = 3

Each line ends with the Mulliken charge.
Element x y z (Å)
C (-0.831, 0.781, -0.549)  0.17
N (-1.104, 0.405, 0.638)  -0.28
N (-0.464, 1.042, -1.619)  -0.09
I (1.734, -1.602, 0.634)  0.17
H (2.862, -2.579, 1.174)  0.19
H (-0.636, 0.937, 1.320)  0.29
H (-1.478, -0.507, 0.759)  0.28
H (-0.084, 1.523, -2.357)  0.27

Model Q:
Molecular formula: CH4IN2
Method: DFT, the ωB97M-V functional and the def2-TZVPD basis

expectation value of S² = 2.01
orbital gap (spin up / spin down) = 10.6 / 6.8 eV
lowest unoccupied orbital energy (spin up / spin down) = -3.22 / -7.39 eV
total charge = +1
HOMO level (spin up / spin down) = -13.780 / -14.186 eV
multiplicity = 3

Each line ends with the Mulliken charge.
Element x y z (Å)
C (0.633, 0.051, -0.005)  0.20
N (0.255, -1.137, 0.026)  -0.28
N (0.091, 1.189, -0.019)  -0.29
I (3.717, -0.023, 0.024)  0.23
H (-0.729, -1.602, -0.111)  0.29
H (0.979, -1.793, -0.171)  0.28
H (-0.894, 1.232, 0.256)  0.26
H (0.584, 2.146, 0.093)  0.32

Which of them is the most stable, and which is the least stable? model Q and model P, in that order.

Model P:
Molecular formula: C2H4NP
Method: DFT, the ωB97M-V functional and the def2-TZVPD basis

expectation value of S² = 2.01
orbital gap (spin up / spin down) = 6.2 / 7.0 eV
lowest unoccupied orbital energy (spin up / spin down) = 0.82 / -2.30 eV
HOMO level (spin up / spin down) = -5.420 / -9.312 eV
multiplicity = 3

Each line ends with the Mulliken charge.
Element x y z (Å)
C (0.362, 0.522, -0.490)  -0.33
C (0.617, -0.595, 0.505)  -0.43
N (-0.486, -1.242, 0.529)  -0.27
P (-1.343, -0.195, -0.616)  0.03
H (0.979, 0.233, -1.471)  0.21
H (-2.130, 0.471, 0.395)  0.04
H (1.419, -0.683, 1.211)  0.43
H (0.581, 1.489, -0.064)  0.32

Model Q:
Molecular formula: C2H4NP
Method: DFT, the ωB97M-V functional and the def2-TZVPD basis

expectation value of S² = 2.01
orbital gap (spin up / spin down) = 8.0 / 7.4 eV
lowest unoccupied orbital energy (spin up / spin down) = 1.19 / -2.56 eV
HOMO level (spin up / spin down) = -6.774 / -9.994 eV
multiplicity = 3

Each line ends with the Mulliken charge.
Element x y z (Å)
C (1.018, -0.519, -0.019)  -0.58
C (0.294, 0.527, 0.290)  -0.24
N (-1.303, 0.973, -0.203)  -0.23
P (-2.128, -0.286, 0.093)  -0.04
H (1.996, -0.330, 0.351)  0.24
H (0.902, -1.253, -0.717)  0.36
H (0.648, 1.342, 0.719)  0.39
H (-3.526, 0.273, -0.057)  0.10

Which of them is the most stable, and which is the least stable? model P and model Q, in that order.